ORCA calculation (ωB97M-V/def2-TZVPD) on a molecular structure, C39H55AsF6Ge2N3O2PS4SiY at a distorted geometry.

The calculation puts the HOMO energy at -0.17919 hartree. As for the net charge: -1. The energy above the lowest of the compared OMol25 structures with the same formula, charge and spin is 283.0 kJ/mol. Its electronic energy is -11085.003892 Eh.

Atoms and positions in Å:
Y: 1.674 -1.244 0.625
C: -0.803 -3.283 6.099
C: -0.088 -3.865 4.891
O: -0.871 -3.704 3.716
P: -0.337 -2.588 2.598
S: 1.120 -3.626 1.572
S: -0.272 0.297 1.150
O: -1.578 -2.814 1.555
C: -2.790 -2.082 1.727
C: -3.474 -1.912 0.385
H: -0.212 -3.454 7.001
H: -1.783 -3.749 6.211
H: -0.946 -2.209 5.974
H: 0.077 -4.937 5.027
H: 0.894 -3.393 4.766
H: -2.580 -1.097 2.147
H: -3.432 -2.629 2.426
H: -2.812 -1.371 -0.291
H: -4.398 -1.346 0.512
H: -3.710 -2.885 -0.052
C: -1.170 -0.971 -4.902
C: -1.185 -0.348 -3.509
Ge: 0.647 0.111 -2.757
C: 2.140 -0.991 -3.541
C: 2.282 -0.855 -5.056
C: 0.833 1.852 -3.694
C: 0.449 2.839 -2.876
Ge: 0.187 2.005 -1.030
C: -1.780 2.428 -0.673
C: -2.211 3.891 -0.605
C: 1.831 2.564 0.016
C: 2.266 4.026 -0.001
C: 0.241 4.239 -3.295
C: 0.223 5.271 -2.354
C: 0.047 6.593 -2.726
C: -0.140 6.920 -4.061
C: -0.155 5.908 -5.011
C: 0.034 4.588 -4.634
H: -2.185 -1.150 -5.269
H: -0.639 -1.928 -4.895
H: -0.665 -0.310 -5.610
H: -1.724 -0.996 -2.819
H: -1.715 0.608 -3.540
H: 2.042 -2.033 -3.255
H: 3.044 -0.608 -3.072
H: 1.465 -1.344 -5.590
H: 3.222 -1.314 -5.376
H: 2.302 0.194 -5.354
H: 1.098 2.038 -4.737
H: -2.091 1.903 0.225
H: -2.274 1.947 -1.524
H: -1.699 4.416 0.204
H: -3.287 3.948 -0.416
H: -2.008 4.413 -1.538
H: 2.624 1.967 -0.443
H: 1.725 2.230 1.045
H: 2.464 4.364 -1.019
H: 3.186 4.137 0.579
H: 1.514 4.681 0.444
H: 0.338 5.011 -1.312
H: 0.049 7.371 -1.971
H: -0.288 7.951 -4.356
H: -0.319 6.153 -6.054
H: 0.007 3.810 -5.387
S: 5.462 -2.961 -1.704
C: 4.207 -2.179 -1.124
N: 3.271 -1.578 -0.725
C: -4.592 0.852 4.810
C: -4.381 2.053 4.150
C: -3.161 2.302 3.538
C: -2.133 1.358 3.564
C: -2.367 0.155 4.231
C: -3.580 -0.097 4.854
Si: -0.501 1.738 2.700
C: 0.785 2.097 4.018
C: 1.562 3.250 3.904
C: 2.435 3.626 4.913
C: 2.560 2.838 6.045
C: 1.806 1.679 6.168
C: 0.916 1.321 5.170
H: -5.545 0.654 5.286
H: -5.165 2.800 4.112
H: -3.002 3.246 3.027
H: -1.594 -0.605 4.246
H: -3.736 -1.037 5.370
H: -0.673 3.014 1.967
H: 1.476 3.864 3.014
H: 3.027 4.528 4.808
H: 3.251 3.121 6.830
H: 1.917 1.052 7.044
H: 0.316 0.425 5.287
F: 2.072 -0.672 3.091
As: 3.843 -0.583 2.886
F: 3.490 0.316 1.372
F: 3.929 0.952 3.663
F: 5.534 -0.513 2.557
F: 4.073 -1.378 4.402
F: 3.751 -2.114 2.057
C: -2.573 -6.177 -3.685
C: -1.249 -5.510 -3.510
C: -0.127 -5.806 -4.226
C: 1.062 -5.092 -3.919
N: 1.096 -4.149 -3.011
C: -0.016 -3.810 -2.337
S: -0.150 -2.567 -1.249
N: -1.172 -4.539 -2.578
C: 2.334 -5.373 -4.648
H: -2.516 -6.954 -4.443
H: -3.322 -5.442 -3.985
H: -2.896 -6.623 -2.743
H: -0.140 -6.569 -4.988
H: -1.974 -4.284 -2.017
H: 2.240 -6.242 -5.297
H: 3.142 -5.522 -3.933
H: 2.602 -4.502 -5.249

Here are the Löwdin charges for atoms 1 to 4, given in e:
1. Y 0.7692
2. C -0.0828
3. C -0.3492
4. O -0.3986